Entry from OMol25: a 10-piece molecular cluster, C22H64O18 overall at a distorted geometry (ωB97M-V/def2-TZVPD).

Computed properties:
Orbital gap = 9.98 eV
Structure (SMILES) = CC(C)O.CC(C)O.OCCO.OCCO.OCCO.OCCO.OCCO.OCCO.OCCO.OCCO
Lowest unoccupied orbital energy = 0.28 eV
HOMO energy = -9.7 eV
Relative energy (zero: lowest compared OMol25 entry of this formula, charge and spin) = 121.3 kcal per mole

Last columns: bonded neighbours and bond lengths (Å).
Cartesian coordinates (Å):
1 C -14.11 22.45 -10.66  C2 1.506, O4 1.366, H5 1.090, H6 1.090
2 C -12.66 22.47 -10.25  C1 1.506, O3 1.454, H7 1.090, H8 1.090
3 O -11.87 23.37 -11.07  C2 1.454, H9 0.960
4 O -14.25 21.81 -11.85  C1 1.366, H10 0.960
5 H -14.51 23.46 -10.76  C1 1.090
6 H -14.64 22.07 -9.79  C1 1.090
7 H -12.13 21.53 -10.41  C2 1.090
8 H -12.76 22.97 -9.29  C2 1.090
9 H -11.15 23.53 -10.45  O3 0.960
10 H -13.57 22.24 -12.38  O4 0.960
11 C -15.58 27.95 -3.62  C12 1.557, O14 1.352, H15 1.090, H16 1.090
12 C -16.97 28.65 -3.66  C11 1.557, O13 1.365, H17 1.090, H18 1.090
13 O -17.38 29.02 -4.91  C12 1.365, H19 0.960
14 O -14.59 28.69 -4.17  C11 1.352, H20 0.960
15 H -15.53 26.99 -4.11  C11 1.090
16 H -15.21 27.89 -2.59  C11 1.090
17 H -16.96 29.56 -3.08  C12 1.090
18 H -17.79 28.00 -3.36  C12 1.090
19 H -16.67 29.50 -5.34  O13 0.960
20 H -13.84 28.12 -4.36  O14 0.960
21 C -11.01 26.03 -4.93  C22 1.629, O24 1.411, H25 1.090, H26 1.090
22 C -12.48 25.81 -5.58  C21 1.629, O23 1.425, H27 1.090, H28 1.090
23 O -13.42 25.35 -4.61  C22 1.425, H29 0.960
24 O -10.35 24.79 -4.79  C21 1.411, H30 0.960
25 H -11.19 26.57 -3.99  C21 1.090
26 H -10.31 26.70 -5.44  C21 1.090
27 H -12.44 24.99 -6.29  C22 1.090
28 H -12.91 26.72 -6.02  C22 1.090
29 H -14.21 25.29 -5.16  O23 0.960
30 H -9.82 24.79 -3.99  O24 0.960
31 C -12.63 21.31 -3.53  C32 1.519, O34 1.396, H35 1.090, H36 1.090
32 C -11.26 21.67 -2.98  C31 1.519, O33 1.408, H37 1.090, H38 1.090
33 O -11.56 22.73 -2.11  C32 1.408, H39 0.960
34 O -13.49 20.80 -2.56  C31 1.396, H40 0.960
35 H -12.67 20.70 -4.44  C31 1.090
36 H -13.12 22.19 -3.96  C31 1.090
37 H -10.51 21.79 -3.76  C32 1.090
38 H -10.80 20.81 -2.49  C32 1.090
39 H -11.82 23.55 -2.54  O33 0.960
40 H -13.71 21.50 -1.94  O34 0.960
41 C -17.40 18.20 -6.27  C42 1.632, O44 1.445, H45 1.090, H46 1.090
42 C -16.82 18.71 -4.83  C41 1.632, O43 1.400, H47 1.090, H48 1.090
43 O -16.75 20.10 -4.82  C42 1.400, H49 0.960
44 O -18.64 18.90 -6.53  C41 1.445, H50 0.960
45 H -17.44 17.11 -6.26  C41 1.090
46 H -16.57 18.55 -6.88  C41 1.090
47 H -15.82 18.29 -4.76  C42 1.090
48 H -17.28 18.29 -3.93  C42 1.090
49 H -17.61 20.52 -4.91  O43 0.960
50 H -18.57 18.83 -7.49  O44 0.960
51 C -13.52 28.86 -7.25  C52 1.560, O54 1.404, H55 1.090, H56 1.090
52 C -14.57 29.91 -7.72  C51 1.560, O53 1.412, H57 1.090, H58 1.090
53 O -15.37 30.03 -6.56  C52 1.412, H59 0.960
54 O -12.60 29.36 -6.31  C51 1.404, H60 0.960
55 H -12.99 28.44 -8.11  C51 1.090
56 H -14.14 28.03 -6.89  C51 1.090
57 H -15.30 29.56 -8.45  C52 1.090
58 H -13.96 30.76 -8.01  C52 1.090
59 H -14.88 30.24 -5.76  O53 0.960
60 H -12.24 30.21 -6.58  O54 0.960
61 C -17.87 19.82 -1.47  C62 1.556, O64 1.467, H65 1.090, H66 1.090
62 C -16.90 21.03 -1.59  C61 1.556, O63 1.404, H67 1.090, H68 1.090
63 O -16.47 21.40 -0.30  C62 1.404, H69 0.960
64 O -17.30 18.52 -1.10  C61 1.467, H70 0.960
65 H -18.43 19.71 -2.40  C61 1.090
66 H -18.66 20.06 -0.76  C61 1.090
67 H -17.31 21.98 -1.94  C62 1.090
68 H -16.15 20.93 -2.36  C62 1.090
69 H -15.55 21.60 -0.46  O63 0.960
70 H -16.67 18.59 -0.37  O64 0.960
71 C -19.15 26.66 -8.23  C72 1.562, O74 1.425, H75 1.090, H76 1.090
72 C -17.79 27.24 -7.73  C71 1.562, O73 1.346, H77 1.090, H78 1.090
73 O -16.75 26.65 -8.37  C72 1.346, H79 0.960
74 O -19.26 26.85 -9.63  C71 1.425, H80 0.960
75 H -19.90 27.21 -7.65  C71 1.090
76 H -19.23 25.58 -8.16  C71 1.090
77 H -17.62 27.25 -6.66  C72 1.090
78 H -17.71 28.32 -7.86  C72 1.090
79 H -16.91 26.70 -9.31  O73 0.960
80 H -20.17 26.98 -9.90  O74 0.960
81 C -22.01 20.42 -4.62  C82 1.508, H85 1.090, H86 1.090, H87 1.090
82 C -20.63 20.90 -4.24  C81 1.508, C83 1.537, O84 1.430, H88 1.090
83 C -19.95 21.79 -5.29  C82 1.537, H89 1.090, H90 1.090, H91 1.090
84 O -20.69 21.65 -3.03  C82 1.430, H92 0.960
85 H -22.78 21.17 -4.80  C81 1.090
86 H -22.43 19.71 -3.91  C81 1.090
87 H -21.94 19.95 -5.60  C81 1.090
88 H -19.99 20.01 -4.14  C82 1.090
89 H -20.05 21.36 -6.29  C83 1.090
90 H -18.91 22.02 -5.06  C83 1.090
91 H -20.62 22.64 -5.47  C83 1.090
92 H -20.34 22.51 -3.26  O84 0.960
93 C -16.55 23.34 -7.17  C94 1.507, H97 1.090, H98 1.090, H99 1.090
94 C -16.54 24.27 -5.99  C93 1.507, C95 1.551, O96 1.446, H100 1.090
95 C -16.13 23.67 -4.62  C94 1.551, H101 1.090, H102 1.090, H103 1.090
96 O -15.62 25.34 -6.30  C94 1.446, H104 0.960
97 H -15.55 23.13 -7.53  C93 1.090
98 H -17.24 23.55 -7.99  C93 1.090
99 H -16.87 22.30 -7.02  C93 1.090
100 H -17.54 24.71 -5.90  C94 1.090
101 H -15.13 23.26 -4.53  C95 1.090
102 H -16.79 22.87 -4.29  C95 1.090
103 H -16.44 24.43 -3.90  C95 1.090
104 H -15.89 25.86 -7.06  O96 0.960

Löwdin population analysis, charges in e, atoms 1 to 8: -0.307, -0.220, -0.088, -0.031, 0.123, 0.113, 0.132, 0.114